Here is a 3-piece molecular cluster, C17H49N10O5P2S overall from the Open Molecules 2025 dataset. Energies are from ωB97M-V/def2-TZVPD.

Lowest unoccupied orbital energy   -0.158 hartree
Orbital gap   5.4 eV
Total charge   +1
Multiplicity   1
Maximum force   7.667 eV Å⁻¹
Molar mass   567.66 g/mol

CARTESIAN COORDINATES (ANGSTROEM)
1 S 3.83 -3.59 -1.33
2 P -3.00 -4.38 2.72
3 P 1.93 5.13 -1.23
4 O -3.06 -3.29 3.81
5 O 3.82 -3.35 -2.89
6 O -0.94 -1.00 -0.28
7 O 1.37 3.97 -2.07
8 O 4.89 -4.62 -0.87
9 N 2.40 5.97 -2.64
10 N 1.31 -1.08 0.76
11 N -2.93 -5.63 1.45
12 N -3.78 -5.53 3.72
13 N -2.07 1.72 -1.58
14 N 2.58 6.48 -0.25
15 N 0.87 0.38 -1.35
16 N -4.12 -3.52 1.76
17 N 3.21 4.16 -0.62
18 N 3.00 -0.99 -1.10
19 C -1.59 0.50 -2.34
20 C -5.23 -4.01 0.95
21 C -0.12 -0.59 0.88
22 C -5.21 -5.48 3.96
23 C -3.10 -5.73 5.01
24 C 3.89 6.65 0.34
25 C 3.60 6.75 -2.91
26 C -2.05 -5.36 0.33
27 C 4.37 3.84 -1.44
28 C 2.75 2.93 0.02
29 C -3.69 -6.86 1.31
30 C 1.70 7.63 -0.08
31 C -3.58 -2.31 1.14
32 C 3.96 -1.93 -0.41
33 C -0.45 -0.39 -1.53
34 C 1.79 -0.59 -0.59
35 C 1.28 6.54 -3.39
36 H 3.29 -0.64 -2.06
37 H -5.56 -4.47 4.20
38 H -5.81 -4.77 1.45
39 H 3.74 6.87 -3.99
40 H -2.61 -5.03 -0.55
41 H 2.53 -4.09 -0.99
42 H 1.23 -2.14 0.77
43 H -3.05 -2.55 0.21
44 H -5.94 -3.21 0.74
45 H 5.05 -1.49 -0.51
46 H 5.05 4.70 -1.50
47 H -1.08 0.89 -3.34
48 H -3.30 -7.48 0.50
49 H 4.98 3.05 -0.99
50 H -4.74 -6.67 1.08
51 H 4.66 6.82 -0.42
52 H 3.93 7.53 1.00
53 H -1.45 -6.24 0.06
54 H 1.29 0.48 -2.32
55 H -0.14 0.57 1.08
56 H 2.52 2.15 -0.71
57 H -2.51 -0.17 -2.71
58 H 1.70 7.98 0.95
59 H 4.50 6.27 -2.56
60 H 4.18 5.81 0.96
61 H -2.02 -5.73 4.89
62 H -0.57 -1.15 1.84
63 H -5.52 -6.14 4.79
64 H 1.54 6.68 -4.45
65 H 0.41 5.89 -3.38
66 H 4.09 3.53 -2.45
67 H 2.01 8.45 -0.74
68 H -1.33 -4.57 0.58
69 H 0.67 7.36 -0.33
70 H 3.71 -2.18 0.71
71 H -3.03 1.92 -1.99
72 H -4.89 -4.41 -0.01
73 H -2.88 -1.80 1.80
74 H -3.38 -6.70 5.45
75 H 1.84 3.11 0.61
76 H -1.45 2.51 -1.95
77 H -3.63 -7.49 2.21
78 H -5.77 -5.86 3.10
79 H -4.37 -1.59 0.91
80 H 3.50 2.54 0.71
81 H 3.54 7.75 -2.47
82 H -3.36 -4.94 5.73
83 H 0.98 7.51 -2.98
84 H -0.18 -1.30 -2.25